# 1
Computed, not measured: a molecular structure, C8H10IOP, with ωB97M-V/def2-TZVPD.

Geometry as ORCA input:
```
! wB97M-V def2-TZVPD RIJCOSX def2/J DEFGRID3
* xyz 0 1
I 3.734 -3.140 0.652
P 0.875 1.844 3.458
O 1.313 -3.399 -0.630
C 1.726 -2.558 0.294
C 0.384 1.183 -0.250
C 0.463 2.136 1.975
C -0.273 -1.224 0.631
C 0.224 2.469 0.611
C 1.135 -1.579 0.953
C -0.716 0.156 0.166
C -0.731 -1.017 -0.789
H 0.426 1.482 -1.428
H 0.077 -0.795 -1.532
H -0.948 -1.921 1.213
H -0.811 2.923 0.559
H -1.581 -1.433 -1.126
H 0.830 3.213 0.227
H 0.349 -3.115 -0.915
H 1.689 -0.894 1.697
H 1.450 0.666 -0.134
H -1.607 0.660 0.529
*
```

Output
HOMO level = -8.680 eV
relative energy (zero: lowest compared OMol25 entry of this formula, charge and spin) = 4.673 eV

# 2
Computed, not measured: a molecular structure, CEuF3OS, with ωB97M-V/def2-TZVPD.

Geometry as ORCA input:
```
! wB97M-V def2-TZVPD RIJCOSX def2/J DEFGRID3
* xyz 0 9
Eu 2.874 -0.190 0.956
S -0.182 0.472 -0.882
F -1.163 2.126 0.961
F -2.659 1.173 -0.400
F -1.789 -0.016 1.138
O 0.690 -0.530 0.022
C -1.510 0.917 0.228
*
```

Output
⟨S²⟩ = 20.01
HOMO level (spin up / spin down) = -6.060 / -7.932 eV

Number 2 is which compound? CEuF3OS